14
Properties=species:S:1:pos:R:3 method="wB97M-V/def2-TZVPD" homo_ev=-9.004 energy_ha=-630.56057 gap_ev=9.843 smiles=SCC[C@H]1CO1 charge=0
C 1.52073 0.82161 -0.15051
C 0.04165 0.96177 0.11732
C -0.81245 -0.19552 -0.52375
C -1.67287 -1.10374 0.23639
H 1.62580 -1.33014 0.99727
H 1.75877 1.32701 -1.07559
H 2.10017 1.22384 0.64798
H -0.19045 1.91894 -0.32353
H -0.21599 0.97679 1.16725
H -0.41359 -0.49213 -1.49991
H -1.72589 -2.07053 -0.16712
H -1.65752 -0.93325 1.32583
O -2.19825 -0.07274 -0.47742
S 1.83986 -1.03191 -0.27421

=====

35
Properties=species:S:1:pos:R:3 method="wB97M-V/def2-TZVPD" homo_ev=-17.849 energy_ha=-805.60001 gap_ev=6.468 charge=+3
Y 1.70352 -2.73600 -0.09263
Y -1.94718 -2.35267 0.48418
C -2.46974 -0.71711 -3.89787
C -2.66903 -1.97571 -3.08111
O -2.09610 -1.97664 -1.80040
H -1.54775 -0.56192 -4.47243
H -2.58360 0.19835 -3.31410
H -3.18061 -0.68964 -4.72750
H -2.39139 -2.84848 -3.69154
H -3.75121 -2.15521 -3.06416
O -0.01013 -1.19628 0.12527
H 0.02014 -0.27082 0.38885
O -0.23576 -3.84686 0.24027
H -0.49039 -4.77002 0.37265
O 0.80295 -2.45439 -2.35941
H -0.18613 -2.37730 -2.44282
H 1.15732 -2.26655 -3.24630
O -2.20528 -0.24728 1.55877
H -2.86396 -0.18563 2.27646
H -1.80785 0.64143 1.51630
O 2.43199 -1.09966 1.66716
H 2.06363 -0.25113 2.03246
H 3.31955 -1.18783 2.06041
C 1.87893 2.92349 0.57651
C 1.92030 2.56892 2.06384
C 1.25278 3.70486 2.89995
O 1.09911 1.38793 2.24239
H 2.47957 2.24936 -0.03537
H 2.38203 3.88887 0.48449
H 0.88028 3.08851 0.17856
H 2.86854 2.49861 2.60028
H 1.75580 4.65548 2.75459
H 1.10343 3.40689 3.94045
H 0.20847 3.79478 2.57756
H 1.10775 1.15967 3.18424

=====

17
Properties=species:S:1:pos:R:3 method="wB97M-V/def2-TZVPD" homo_ev="-7.622 / -7.622" energy_ha=-430.32934 gap_ev="7.866 / 7.866" charge=0
C 2.09119 0.19733 -1.21214
N 0.86489 -0.08541 -0.45827
N -0.64365 -1.81233 2.12678
O 0.54347 -1.56073 1.80289
H 0.91701 -0.62890 0.54349
H 1.82888 0.46525 -2.23851
H 2.71847 -0.69305 -1.22430
H 2.63809 1.02354 -0.75513
N -0.13178 1.00371 -0.35105
N -1.26830 0.34588 -1.00628
C -2.18886 -0.11409 1.65086
N -1.42243 -0.79671 2.36701
H 0.22594 1.78867 -0.89540
H -1.46182 0.83476 -1.88148
H 0.05910 -0.65691 -1.01620
H -2.76056 0.67155 2.12759
H -2.00965 0.01745 0.42013

=====

22
Properties=species:S:1:pos:R:3 method="wB97M-V/def2-TZVPD" homo_ev=-12.397 energy_ha=-876.82582 gap_ev=7.830 charge=+1
C -2.61145 0.34864 0.19868
C -2.44247 -0.89829 0.76932
C 2.90118 -0.67102 -0.27314
C 1.68535 1.12095 0.65372
C -1.36919 0.91369 0.03256
C 1.62713 -1.03248 -0.14573
C -0.43938 0.00218 0.45803
C -0.93004 2.28078 -0.48989
C 0.87756 -2.26162 -0.51198
N 0.88222 0.01280 0.32084
O -1.14103 -1.18054 0.89168
S 3.26386 0.95329 0.22730
H -3.58316 0.83105 0.05197
H -3.12261 -1.71678 0.93564
H 3.67996 -1.13950 -0.88720
H 1.23918 2.06621 1.07597
H -1.72588 2.63348 -1.08974
H -0.75820 2.90575 0.46345
H 0.05209 2.33763 -0.94500
H 0.48348 -2.68694 0.41898
H 0.03814 -1.79710 -1.06935
H 1.39325 -3.02218 -1.08610